# 1
{"formula": "C5H11NOS", "method": "wB97M-V/def2-TZVPD", "total_charge": 0, "fmax_ev_per_a": 2.20, "de_lowest_ev": 1.134, "homo_lumo_gap_ev": 9.893, "smiles": "C[C@@H](CCS)NC=O", "species": ["C", "C", "C", "C", "S", "N", "C", "O", "H", "H", "H", "H", "H", "H", "H", "H", "H", "H", "H"], "coordinates": [[-0.97, 0.79, 1.43], [-0.13, 0.84, 0.16], [1.12, -0.06, 0.23], [0.76, -1.54, 0.28], [2.12, -2.62, -0.31], [-0.95, 0.42, -0.99], [-1.16, 1.04, -2.20], [-2.08, 0.62, -2.86], [-1.91, 1.28, 1.18], [-1.13, -0.24, 1.76], [-0.58, 1.49, 2.16], [0.14, 1.88, -0.04], [1.94, 0.20, -0.44], [1.55, 0.23, 1.20], [0.01, -1.80, -0.46], [0.54, -1.87, 1.29], [2.96, -2.40, 0.72], [-1.75, -0.13, -0.71], [-0.46, 1.85, -2.40]], "lowdin_charge": [-0.047, -0.374, -0.244, -0.567, 0.692, 0.027, -0.340, 0.014, 0.085, 0.079, 0.084, 0.137, 0.101, 0.113, 0.057, 0.065, -0.150, 0.133, 0.135]}

=====

# 2
{"formula": "C5H11NOS2", "method": "wB97M-V/def2-TZVPD", "total_charge": 0, "fmax_ev_per_a": 2.00, "de_lowest_ev": 1.200, "homo_lumo_gap_ev": 8.954, "smiles": "OCCCCNC(=S)S", "species": ["O", "C", "C", "C", "C", "N", "C", "S", "S", "H", "H", "H", "H", "H", "H", "H", "H", "H", "H", "H"], "coordinates": [[0.26, -1.99, 1.13], [-0.80, -1.24, 1.73], [-1.00, 0.15, 1.12], [-1.40, 0.13, -0.34], [-0.36, 0.76, -1.26], [0.89, -0.02, -1.21], [2.12, 0.45, -0.91], [3.13, -0.54, -0.04], [2.53, 2.11, -1.33], [1.08, -1.53, 1.48], [-0.56, -1.14, 2.77], [-1.69, -1.88, 1.58], [-0.03, 0.65, 1.20], [-1.70, 0.67, 1.73], [-2.39, 0.58, -0.43], [-1.44, -0.90, -0.69], [-0.72, 0.62, -2.30], [-0.20, 1.83, -1.11], [0.82, -1.02, -0.98], [1.47, 2.30, -2.13]], "lowdin_charge": [-0.124, -0.260, -0.180, -0.183, -0.212, -0.095, -1.242, 0.577, 0.789, 0.060, 0.104, 0.127, 0.115, 0.103, 0.114, 0.115, 0.122, 0.094, 0.108, -0.133]}

=====

# 3
{"formula": "C5H11NP", "method": "wB97M-V/def2-TZVPD", "total_charge": 1, "fmax_ev_per_a": 4.66, "de_lowest_ev": 2.472, "homo_lumo_gap_ev": 9.299, "species": ["C", "C", "C", "C", "C", "N", "P", "H", "H", "H", "H", "H", "H", "H", "H", "H", "H", "H"], "coordinates": [[1.64, -0.23, 0.20], [0.19, -0.49, 0.45], [-0.08, 1.97, 0.20], [2.50, -1.46, -0.21], [-2.03, 0.63, -0.30], [-0.54, 0.62, -0.22], [2.32, 1.29, -0.05], [-0.22, -1.38, 0.15], [0.12, -0.52, 1.53], [-0.03, 2.88, -0.43], [-0.48, 2.22, 1.19], [2.74, -2.29, 0.45], [3.57, -1.10, -0.39], [2.19, -2.08, -1.03], [-2.63, 0.74, 0.53], [-2.14, 1.56, -0.91], [-2.39, -0.22, -0.98], [-0.19, 0.41, -1.20]], "lowdin_charge": [-0.637, -0.169, -0.105, -0.134, 0.011, -0.244, 1.093, 0.117, 0.145, 0.074, 0.091, 0.077, 0.084, 0.070, 0.079, 0.118, 0.136, 0.194]}

=====

# 4
{"formula": "C5H11NS", "method": "wB97M-V/def2-TZVPD", "total_charge": 0, "fmax_ev_per_a": 6.86, "de_lowest_ev": 3.037, "homo_lumo_gap_ev": 8.064, "smiles": "CNCCC(C)=S", "species": ["C", "N", "C", "C", "C", "C", "S", "H", "H", "H", "H", "H", "H", "H", "H", "H", "H", "H"], "coordinates": [[-2.17, -0.06, 0.70], [-0.89, -0.35, 0.35], [-0.62, -0.36, -1.08], [0.63, 0.49, -1.23], [1.70, -0.08, -0.35], [1.82, 0.42, 0.98], [3.02, -1.11, -0.58], [-2.91, 0.02, -0.09], [-2.11, 0.97, 1.03], [-2.60, -0.58, 1.55], [-0.36, -1.26, 0.92], [-0.77, -1.38, -1.45], [-1.37, 0.16, -1.61], [0.95, 0.28, -2.35], [0.34, 1.50, -0.99], [2.76, 0.89, 1.29], [1.71, -0.46, 1.66], [0.88, 0.92, 1.25]], "lowdin_charge": [-0.204, -0.191, -0.244, -0.185, -0.785, -0.247, 0.660, 0.079, 0.076, 0.086, 0.227, 0.128, 0.089, 0.152, 0.120, 0.089, 0.080, 0.069]}

=====

# 5
{"formula": "C5H11NS", "method": "wB97M-V/def2-TZVPD", "total_charge": 0, "fmax_ev_per_a": 5.10, "de_lowest_ev": 5.707, "homo_lumo_gap_ev": 8.512, "smiles": "C=C(C)[S@@](=C)(C)=N", "species": ["C", "C", "C", "S", "C", "C", "N", "H", "H", "H", "H", "H", "H", "H", "H", "H", "H", "H"], "coordinates": [[1.39, -0.21, -1.13], [0.69, 0.35, -0.13], [1.10, 1.68, 0.44], [-1.03, 0.22, 0.26], [-2.00, 1.21, -0.59], [-1.32, -1.43, -0.62], [-1.32, 0.36, 1.91], [1.17, -1.16, -1.61], [2.18, 0.40, -1.53], [0.37, 1.80, 1.28], [2.13, 1.69, 0.86], [0.93, 2.49, -0.29], [-2.16, 2.21, -0.24], [-1.76, 1.16, -1.59], [-2.40, -1.63, -0.58], [-1.12, -1.02, -1.58], [-0.86, -2.43, -0.40], [-0.61, -0.18, 2.41]], "lowdin_charge": [0.029, -0.489, -0.133, 0.789, -0.281, -0.171, -0.262, 0.057, 0.072, 0.052, 0.096, 0.093, 0.023, -0.011, 0.062, 0.012, 0.083, -0.022]}

=====

# 6
{"formula": "C5H11NS", "method": "wB97M-V/def2-TZVPD", "total_charge": 0, "s2": 2.01, "fmax_ev_per_a": 3.92, "de_lowest_ev": 0.000, "homo_lumo_gap_ev": [9.363, 7.499], "spin_multiplicity": 3, "species": ["C", "C", "C", "C", "C", "N", "S", "H", "H", "H", "H", "H", "H", "H", "H", "H", "H", "H"], "coordinates": [[-0.03, 1.32, 0.24], [-0.19, 1.42, -1.11], [-1.95, 0.29, -2.58], [1.84, -1.17, 3.25], [-0.48, 0.33, -2.10], [0.88, -1.46, 2.23], [0.47, -2.97, 2.18], [0.05, 2.28, 0.68], [0.26, 0.43, 0.71], [-0.66, 2.29, -1.54], [-2.43, 0.01, -1.67], [-2.01, -0.55, -3.42], [-2.28, 1.29, -2.93], [1.69, -0.16, 3.65], [2.91, -1.12, 2.99], [1.81, -1.92, 4.15], [0.29, 0.36, -3.07], [-0.18, -0.66, -1.65]], "lowdin_charge": [0.029, -0.205, -0.126, -0.304, -0.325, -0.581, 0.699, 0.032, 0.003, 0.086, 0.053, 0.111, 0.068, 0.063, 0.069, 0.082, 0.148, 0.099]}